(1)
DFT (the ωB97M-V functional and the def2-TZVPD basis) results for the molecule C2H3N3OS2.

Total charge: 0
HOMO energy (eV): -8.35
Structure (SMILES): Oc1nc(=S)n(S)[nH]1
Multiplicity: 1
LUMO energy (eV): -0.1

Last column: Löwdin charge in e.
Atoms and positions in Å:
N 0.46841 -0.73132 -0.08693  0.058
O 2.52142 0.42274 0.00574  0.166
N -0.85707 -0.30109 -0.37004  -0.561
H 2.81127 -0.46787 0.21944  0.129
S -2.17417 2.03568 -0.06327  0.585
C 1.21997 0.44949 -0.07092  -0.468
N 0.51220 1.53486 -0.02752  0.147
S -2.09426 -1.35827 -0.05620  0.779
C -0.81823 1.08282 -0.18299  -0.903
H 0.78468 -1.51584 -0.67337  0.152
H -2.37423 -1.15119 1.30606  -0.085

=====

(2)
DFT (the ωB97M-V functional and the def2-TZVPD basis) results for the molecule C2H3N3OS2.

Total charge: 0
HOMO energy (eV): -8.36
Structure (SMILES): S/N=c1\ncon1S
Multiplicity: 1
LUMO energy (eV): 0.3

Last column: Löwdin charge in e.
Atoms and positions in Å:
C -0.03347 -0.19982 -0.33561  -0.613
N -0.61486 -0.34199 0.96027  -0.433
S -1.72247 0.72124 1.62840  0.854
C 1.49514 -0.76759 1.01770  -0.153
H 2.39782 -1.13077 1.52111  0.148
O 0.50137 -0.41258 1.84123  -0.071
H -1.30567 0.39343 -3.48770  -0.130
N -0.76715 0.14605 -1.29446  -0.318
N 1.32148 -0.52913 -0.25420  0.155
H -1.19980 1.90258 1.27600  -0.121
S -0.07239 0.21858 -2.87275  0.682

=====

Order of stability, best first: (1), (2)

=====

(1)
DFT (the ωB97M-V functional and the def2-TZVPD basis) results for a cluster of 8 separate species, FH14O7 in total.

Total charge: -1
HOMO energy (eV): -6.77
Multiplicity: 1
LUMO energy (eV): 3.5

Last column: Löwdin charge in e.
Atoms and positions in Å:
H -1.73700 -2.98700 -5.32500  0.020
O -1.24000 -3.02000 -4.52000  -0.068
F -2.58000 -1.64600 -2.73900  -0.450
O -3.31000 -1.24800 -0.27500  -0.067
O 0.34500 -2.41600 -1.71500  -0.042
H -0.93700 0.12300 -1.15000  0.017
H -1.69300 -2.41300 -3.91600  -0.022
H -2.36000 -4.61800 -2.25100  0.069
H -2.84700 -1.37600 -1.11000  -0.041
O -1.46000 0.51400 -1.82700  -0.059
H 0.05100 -2.99200 -1.02000  0.023
H -2.64800 -3.06700 -1.96100  -0.026
H -3.21000 -0.33500 -0.02700  0.016
H -1.73600 -0.29400 -2.24600  -0.034
H -3.65800 -0.37000 -3.02600  -0.023
O -2.66500 -3.97100 -1.54000  -0.123
O -4.10200 0.49500 -2.97800  -0.094
H -3.83400 -2.57300 -3.35600  -0.041
O -4.70600 -2.95800 -3.39900  -0.059
H -3.28900 0.99200 -2.78900  0.005
H 0.14200 -2.79700 -2.56400  0.003
H -4.73700 -3.54200 -2.66600  -0.003

=====

(2)
DFT (the ωB97M-V functional and the def2-TZVPD basis) results for a cluster of 8 separate species, FH14O7 in total.

Total charge: -1
HOMO energy (eV): -6.89
Multiplicity: 1
LUMO energy (eV): 3.3

Last column: Löwdin charge in e.
Atoms and positions in Å:
O 0.01632 -2.40923 -0.87814  -0.047
H -0.48168 2.65077 -1.01014  -0.007
H -2.15068 -0.02023 -2.11314  0.037
H -0.49568 -2.12923 -1.66114  0.043
O -2.08968 0.41777 -1.26514  -0.048
H 0.06432 -1.52323 -0.62614  -0.077
H 1.57132 -0.24923 -0.71214  -0.016
O 2.42832 0.09277 2.11286  -0.030
H -0.59468 -0.97923 1.27286  -0.006
O 0.40632 2.35377 -1.06414  -0.086
H -1.27068 0.23477 -0.83614  -0.044
H 0.41132 1.48477 -0.59514  -0.027
H -2.42068 1.25077 0.72586  0.013
H 1.82932 0.75477 1.74586  0.035
F 0.12532 0.08777 0.11286  -0.448
O -1.12068 -1.39723 2.00486  -0.089
H -0.49368 -1.97523 2.44986  0.021
O -1.61068 1.58277 1.09586  -0.070
O 2.39632 -0.45523 -1.21614  -0.082
H -0.88868 1.04077 0.78686  -0.065
H 2.23232 -0.11823 -2.09414  0.020
H 2.13632 -0.69523 1.76386  -0.029

=====

Order of stability, best first: (1), (2)

=====

(1)
DFT (the ωB97M-V functional and the def2-TZVPD basis) results for the molecule C3H7NS2.

Total charge: 0
HOMO energy (eV): -8.90
Multiplicity: 1
LUMO energy (eV): -0.4

Last column: Löwdin charge in e.
Atoms and positions in Å:
H 1.61715 0.86150 0.91306  0.032
S -2.19949 -0.93594 0.36145  0.824
H 1.63254 1.31847 -0.81415  0.042
N -2.22163 -0.61936 -1.04855  -0.441
C -0.40681 -0.96863 0.86493  -0.458
H -0.14152 -2.06394 1.17227  0.103
C 1.15615 0.81594 -0.00226  -0.479
H -0.47291 2.08254 -1.24746  -0.069
H -0.23897 -0.59269 -1.11076  0.022
S -0.24420 2.07101 0.17425  0.618
H 1.31597 -1.17874 -0.61306  0.097
C 0.50019 -0.53256 -0.34019  -0.334
H -0.29647 -0.25760 1.69046  0.044

=====

(2)
DFT (the ωB97M-V functional and the def2-TZVPD basis) results for a cluster of 2 separate species, C3H7NS2 in total.

Total charge: 0
HOMO energy (eV): -8.34
Structure (SMILES): NC(=S)S.C=C
Multiplicity: 1
LUMO energy (eV): 0.5

Last column: Löwdin charge in e.
Atoms and positions in Å:
C 2.03116 0.13374 0.20594  -1.249
H -1.17330 0.94680 0.67087  0.006
H -1.17152 1.67415 -1.03160  0.064
S 1.30372 -1.13337 1.22211  0.746
S 1.35110 0.64768 -1.19526  0.644
H 3.69661 0.60646 1.53800  0.145
H 3.22413 1.51566 0.14887  -0.001
C -1.46012 0.84964 -0.29054  -0.216
H 0.37921 -1.43635 0.32428  -0.150
H -2.26487 -0.96023 0.04236  0.029
H -2.47193 -0.25686 -1.78660  0.109
N 3.20086 0.70128 0.59996  -0.002
C -2.08131 -0.19864 -0.65777  -0.127

=====

Order of stability, best first: (2), (1)